(1)
The following is a quantum chemistry calculation of C32H63O15V as an isolated structure in a non-equilibrium geometry, from the OMol25 dataset.

Positions of all 111 atoms, in Å:
V  -0.34  0.20  -3.62
C  -0.33  0.98  0.29
C  0.00  -0.42  -0.21
O  -0.22  -0.65  -1.60
H  -1.39  1.21  0.36
H  0.20  1.68  -0.35
H  -0.08  1.20  1.33
H  -0.66  -1.13  0.29
H  0.99  -0.69  0.14
C  2.65  3.66  -3.58
C  2.12  2.50  -2.83
O  1.43  1.46  -3.53
H  3.47  3.36  -4.23
H  2.89  4.47  -2.89
H  1.80  4.08  -4.12
H  1.43  2.85  -2.06
H  2.92  2.07  -2.23
C  -2.76  3.03  -1.21
C  -2.90  2.54  -2.63
O  -1.90  1.63  -2.97
H  -2.93  2.19  -0.55
H  -3.55  3.76  -1.00
H  -1.78  3.49  -1.06
H  -3.00  3.47  -3.19
H  -3.85  2.01  -2.53
C  0.84  3.76  2.64
C  1.44  4.13  1.31
C  0.47  5.13  0.65
O  1.32  5.99  0.02
C  2.45  6.06  0.70
O  3.26  7.04  0.80
O  2.50  4.99  1.50
H  0.51  4.65  3.17
H  1.48  3.14  3.26
H  -0.04  3.17  2.35
H  1.88  3.40  0.64
H  -0.16  5.77  1.27
H  -0.14  4.63  -0.10
C  6.24  -3.50  -0.05
C  4.85  -3.07  -0.50
C  4.57  -1.52  -0.37
O  4.56  -1.12  -1.72
C  4.34  -2.26  -2.49
O  4.07  -2.16  -3.73
O  4.51  -3.35  -1.86
H  6.39  -3.43  1.02
H  6.96  -2.77  -0.44
H  6.46  -4.54  -0.27
H  4.14  -3.47  0.22
H  5.31  -0.99  0.23
H  3.54  -1.33  -0.10
C  4.48  3.39  3.31
C  4.73  2.21  2.43
O  5.75  1.93  1.75
C  3.46  1.26  2.26
H  5.11  3.16  4.18
H  3.50  3.52  3.76
H  4.75  4.25  2.70
H  3.01  0.83  3.16
H  3.82  0.44  1.64
H  2.68  1.69  1.65
C  0.04  -5.31  3.68
C  -1.07  -4.30  3.30
O  -2.22  -4.66  3.44
C  -0.65  -2.88  2.79
H  0.74  -5.44  2.85
H  -0.40  -6.28  3.93
H  0.67  -4.96  4.50
H  -0.30  -2.38  3.69
H  -1.35  -2.13  2.39
H  0.08  -2.99  2.00
C  -0.34  -4.20  -1.96
C  1.17  -4.60  -2.02
O  1.63  -4.82  -3.12
C  1.89  -4.83  -0.67
H  -0.70  -3.87  -0.98
H  -0.83  -5.11  -2.28
H  -0.56  -3.39  -2.65
H  2.97  -4.87  -0.80
H  1.64  -5.85  -0.39
H  1.59  -4.21  0.17
C  -4.17  -0.69  -4.58
C  -3.18  -1.68  -4.12
O  -2.10  -1.21  -3.80
C  -3.66  -3.14  -4.01
H  -4.14  0.01  -3.75
H  -5.21  -0.96  -4.75
H  -3.93  -0.15  -5.49
H  -4.22  -3.25  -3.08
H  -2.94  -3.89  -3.69
H  -4.30  -3.64  -4.74
C  -5.09  -0.70  0.73
C  -4.61  -2.07  0.26
O  -5.38  -2.93  -0.06
C  -3.17  -2.52  0.05
H  -4.40  0.07  0.38
H  -4.95  -0.53  1.80
H  -6.14  -0.56  0.50
H  -3.08  -3.48  -0.46
H  -2.67  -2.46  1.01
H  -2.73  -1.71  -0.55
C  -5.21  2.61  2.37
C  -4.25  2.23  3.55
O  -4.75  2.05  4.71
C  -2.93  1.89  3.20
H  -5.75  3.43  2.82
H  -6.08  1.98  2.16
H  -4.66  2.84  1.45
H  -2.56  0.87  3.33
H  -2.23  2.53  3.73
H  -2.76  2.12  2.15

HOMO level (spin up / spin down) ... -8.7 / -8.9 eV
Kohn-Sham gap (spin up / spin down) ... 6.44 / 7.80 eV
Multiplicity ... 3
Energy ... -3329.3945 a.u.
Charge ... 0

(2)
The following is a quantum chemistry calculation of C2H6N4 as an isolated structure in a non-equilibrium geometry, from the OMol25 dataset.

Positions of all 12 atoms, in Å:
N  1.10  0.55  -0.08
C  -0.20  0.87  0.13
N  1.55  -0.42  0.69
C  -1.32  -0.39  -0.04
N  -0.60  2.01  0.51
N  -1.15  -1.42  -0.67
H  0.78  -0.41  -1.72
H  0.93  -0.99  1.26
H  2.49  -0.74  0.48
H  -1.62  2.07  0.49
H  0.24  -1.00  -1.59
H  -2.20  -0.11  0.54

HOMO level (spin up / spin down) ... -8.5 / -9.1 eV
Kohn-Sham gap (spin up / spin down) ... 7.43 / 8.65 eV
Energy ... -298.6221 a.u.
Charge ... 0

(3)
The following is a quantum chemistry calculation of C38H30N5P2PbS2Te as an isolated structure, from the OMol25 dataset.

Positions of all 79 atoms, in Å:
Pb  -0.28  -0.30  0.19
Te  2.59  3.23  1.54
C  4.57  3.68  1.03
C  4.87  4.38  -0.13
C  6.20  4.70  -0.38
N  7.20  4.41  0.45
C  6.89  3.76  1.57
C  5.60  3.37  1.91
C  2.05  2.33  -0.30
P  2.76  0.78  -0.66
C  4.40  0.51  0.03
C  5.57  0.90  -0.62
C  6.80  0.57  -0.08
C  6.87  -0.14  1.11
C  5.71  -0.54  1.76
C  4.48  -0.22  1.22
C  2.82  0.42  -2.43
C  2.28  -0.78  -2.88
C  2.36  -1.11  -4.23
C  2.99  -0.25  -5.12
C  3.54  0.94  -4.67
C  3.45  1.28  -3.33
P  0.37  2.57  -0.72
C  -0.25  4.09  0.02
C  -0.96  3.98  1.21
C  -1.39  5.12  1.87
C  -1.09  6.37  1.34
C  -0.39  6.48  0.14
C  0.03  5.34  -0.53
C  0.07  2.62  -2.49
C  0.92  3.27  -3.38
C  0.58  3.36  -4.72
C  -0.61  2.81  -5.18
C  -1.47  2.17  -4.29
C  -1.13  2.07  -2.95
H  4.10  4.67  -0.83
H  6.47  5.24  -1.28
H  7.71  3.54  2.24
H  5.42  2.82  2.82
H  5.53  1.45  -1.55
H  7.71  0.88  -0.58
H  7.84  -0.40  1.53
H  5.77  -1.10  2.69
H  3.57  -0.53  1.72
H  1.80  -1.46  -2.19
H  1.94  -2.05  -4.58
H  3.05  -0.52  -6.17
H  4.03  1.61  -5.37
H  3.87  2.22  -2.99
H  -1.19  3.00  1.62
H  -1.94  5.04  2.79
H  -1.41  7.26  1.85
H  -0.17  7.45  -0.28
H  0.56  5.42  -1.47
H  1.84  3.71  -3.02
H  1.25  3.86  -5.41
H  -0.87  2.88  -6.22
H  -2.40  1.75  -4.65
H  -1.81  1.58  -2.26
S  -2.71  0.31  0.74
C  -2.53  0.77  2.42
C  -3.77  1.12  3.06
N  -4.78  1.40  3.53
C  -1.38  0.84  3.13
S  0.24  0.46  2.57
C  -1.42  1.28  4.50
N  -1.39  1.65  5.58
C  -2.06  -6.01  0.09
N  -1.22  -4.86  0.38
C  0.05  -4.89  0.89
C  0.45  -3.59  1.00
N  -0.56  -2.78  0.55
C  -1.54  -3.57  0.19
H  -1.62  -6.89  0.54
H  -2.14  -6.16  -0.99
H  -3.05  -5.86  0.51
H  0.54  -5.81  1.14
H  1.38  -3.20  1.38
H  -2.50  -3.25  -0.19

HOMO level ... -10.3 eV
Kohn-Sham gap ... 5.56 eV
Energy ... -3679.5345 a.u.
Charge ... +1

(4)
The following is a quantum chemistry calculation of one molecule with the formula C6H7NS in a non-equilibrium geometry, from the OMol25 dataset.

Positions of all 15 atoms, in Å:
C  1.49  0.77  0.76
N  2.14  -0.17  0.22
C  1.33  -1.11  -0.64
C  -0.13  -0.55  -0.48
C  -1.35  -1.06  -0.90
S  -2.60  0.01  -0.21
C  -1.38  0.89  0.91
C  -0.05  0.82  0.22
H  2.10  1.39  1.37
H  1.39  -2.11  -0.46
H  1.81  -0.92  -1.61
H  -1.66  -1.93  -1.40
H  -1.51  0.42  1.82
H  -1.58  1.93  1.07
H  0.00  1.61  -0.66

HOMO level ... -8.0 eV
Kohn-Sham gap ... 8.87 eV
Energy ... -685.6825 a.u.
Charge ... 0

(5)
The following is a quantum chemistry calculation of C19H13AuCl5F5N3Se as an isolated structure, from the OMol25 dataset.

Positions of all 47 atoms, in Å:
Au  0.62  0.34  0.82
Cl  1.01  0.12  4.12
C  1.85  1.43  3.35
C  1.65  1.64  1.99
C  2.33  2.72  1.43
Cl  2.15  3.03  -0.28
C  3.16  3.56  2.17
Cl  3.96  4.89  1.43
C  3.34  3.31  3.53
Cl  4.37  4.32  4.46
C  2.68  2.24  4.13
Cl  2.88  1.94  5.81
C  1.62  -1.97  -3.97
C  2.43  -1.25  -2.92
N  1.55  -0.86  -1.83
C  0.45  -1.55  -1.45
N  -0.26  -1.09  -0.44
C  -1.45  -1.84  -0.04
C  -1.26  -3.33  -0.26
C  -0.96  -3.54  -1.73
N  0.14  -2.67  -2.14
C  0.90  -3.13  -3.30
H  2.26  -2.35  -4.77
H  0.89  -1.29  -4.41
H  2.89  -0.35  -3.32
H  3.24  -1.90  -2.56
H  1.72  0.00  -1.34
H  -2.33  -1.50  -0.60
H  -1.63  -1.65  1.02
H  -2.16  -3.89  0.02
H  -0.43  -3.68  0.35
H  -1.84  -3.33  -2.34
H  -0.66  -4.57  -1.92
H  0.20  -3.60  -3.99
H  1.62  -3.89  -2.99
F  -5.05  2.05  -0.80
C  -3.92  1.90  -0.20
C  -3.66  0.82  0.66
F  -4.33  -0.31  0.59
C  -2.78  1.07  1.71
F  -2.53  0.10  2.52
C  -2.30  2.42  2.08
Se  -1.62  2.78  3.65
C  -2.79  3.36  1.06
F  -3.49  4.39  1.44
C  -2.82  2.83  -0.22
F  -1.64  2.26  -0.51

HOMO level (spin up / spin down) ... -10.9 / -10.9 eV
Kohn-Sham gap (spin up / spin down) ... 3.75 / 3.75 eV
Energy ... -6233.0515 a.u.
Charge ... +1

(6)
The following is a quantum chemistry calculation of one molecule with the formula C3H7ClN2 in a non-equilibrium geometry, from the OMol25 dataset.

Positions of all 13 atoms, in Å:
N  1.65  -1.01  -0.04
C  0.43  -0.42  -0.49
C  -0.70  -0.61  0.49
Cl  -2.48  -0.79  -0.12
C  -0.01  0.79  0.31
N  -0.64  1.91  -0.21
H  1.52  -2.06  0.10
H  2.47  -0.93  -0.69
H  0.13  -0.48  -1.52
H  -0.56  -1.19  1.40
H  0.64  0.87  1.19
H  -1.18  2.35  0.52
H  -1.27  1.57  -0.94

HOMO level ... -8.8 eV
Kohn-Sham gap ... 9.80 eV
Energy ... -688.1618 a.u.
Charge ... 0

(7)
The following is a quantum chemistry calculation of a 2-piece molecular cluster, C4H3FN2 overall in a non-equilibrium geometry, from the OMol25 dataset.

Positions of all 10 atoms, in Å:
C  0.90  -0.73  -1.15
C  1.22  -0.01  1.67
C  -1.08  0.61  -0.29
C  -0.24  -0.58  -0.40
N  1.83  -0.80  -1.75
N  1.89  0.41  2.47
F  -0.76  -1.64  0.26
H  -1.60  0.39  0.63
H  -0.43  1.55  -0.21
H  -1.74  0.81  -1.22

HOMO level (spin up / spin down) ... -10.7 / -10.2 eV
Kohn-Sham gap (spin up / spin down) ... 7.70 / 6.82 eV
Energy ... -363.4049 a.u.
Charge ... 0

(8)
The following is a quantum chemistry calculation of a 4-piece molecular cluster, C8H16Cl8 overall in a non-equilibrium geometry, from the OMol25 dataset.

Positions of all 32 atoms, in Å:
Cl  -1.77  0.92  1.03
C  -2.87  1.37  -0.32
C  -4.35  0.93  -0.13
Cl  -4.58  -0.83  -0.36
H  -2.47  1.01  -1.26
H  -2.90  2.44  -0.51
H  -5.03  1.40  -0.84
H  -4.75  1.21  0.84
Cl  -2.90  -1.93  -2.74
C  -1.68  -2.91  -1.85
C  -0.84  -2.03  -0.99
Cl  0.08  -0.80  -1.85
H  -1.09  -3.47  -2.58
H  -2.18  -3.70  -1.29
H  -0.16  -2.43  -0.23
H  -1.53  -1.42  -0.41
Cl  4.62  -0.34  2.02
C  3.64  -1.81  2.24
C  2.17  -1.46  2.09
Cl  1.07  -2.85  2.25
H  3.78  -2.20  3.24
H  3.92  -2.52  1.45
H  2.03  -1.07  1.08
H  1.88  -0.71  2.83
Cl  2.48  2.02  1.35
C  2.06  2.12  -0.34
C  1.92  3.59  -0.83
Cl  0.94  4.64  0.15
H  1.13  1.56  -0.45
H  2.84  1.59  -0.89
H  1.61  3.63  -1.87
H  2.91  4.04  -0.82

HOMO level (spin up / spin down) ... -12.3 / -12.3 eV
Kohn-Sham gap (spin up / spin down) ... 9.33 / 2.37 eV
Multiplicity ... 2
Energy ... -3995.5787 a.u.
Charge ... +1

(9)
The following is a quantum chemistry calculation of one molecule with the formula C4H7N3OS in a non-equilibrium geometry, from the OMol25 dataset.

Positions of all 16 atoms, in Å:
C  -2.25  1.60  1.63
O  -1.62  0.30  1.65
S  0.00  0.37  1.79
C  0.48  0.31  -0.12
N  0.03  1.22  -0.93
N  0.30  0.84  -2.17
C  0.84  -0.36  -2.08
N  1.04  -0.72  -0.82
C  1.74  -1.88  -0.31
H  -1.99  2.08  0.78
H  -1.89  2.15  2.60
H  -3.44  1.55  1.71
H  1.29  -0.81  -3.03
H  2.85  -1.79  0.09
H  0.96  -2.24  0.44
H  1.64  -2.62  -1.23

HOMO level ... -9.2 eV
Kohn-Sham gap ... 9.69 eV
Energy ... -794.2018 a.u.
Charge ... 0

(10)
The following is a quantum chemistry calculation of a 2-piece molecular cluster, C3H11NO3 overall in a non-equilibrium geometry, from the OMol25 dataset.

Positions of all 18 atoms, in Å:
O  -1.77  -2.14  0.17
C  -1.06  -1.86  -0.97
C  -1.05  -0.30  -1.12
N  -0.02  0.41  -0.23
C  -0.82  0.97  0.92
O  0.15  1.13  1.99
H  -1.26  -1.85  1.06
H  -0.03  -2.32  -0.92
H  -1.55  -2.25  -1.85
H  -0.90  0.13  -2.10
H  -2.14  0.03  -0.84
H  0.80  -0.25  -0.02
H  -0.94  2.11  0.63
H  -1.56  0.36  1.43
H  1.04  0.88  1.81
O  3.83  1.53  -0.71
H  2.90  1.06  -0.81
H  3.61  2.18  -1.37

HOMO level ... -9.4 eV
Kohn-Sham gap ... 9.97 eV
Energy ... -401.2725 a.u.
Charge ... 0

(11)
The following is a quantum chemistry calculation of C4H8N2O as an isolated structure in a non-equilibrium geometry, from the OMol25 dataset.

Positions of all 15 atoms, in Å:
C  -2.04  0.13  -0.51
C  -1.09  -0.19  0.55
C  -0.32  -1.44  0.02
C  0.94  -0.60  -0.03
H  -1.08  0.22  -1.48
H  -2.52  1.19  -0.40
H  -2.72  -0.82  -0.56
H  -1.25  -0.26  1.55
H  -0.30  -2.37  0.53
H  -0.61  -1.69  -1.02
H  1.16  2.41  0.17
H  0.89  1.44  -1.03
N  0.20  0.51  0.71
N  0.34  1.86  -0.10
O  2.22  -0.52  -0.29

HOMO level ... -9.8 eV
Kohn-Sham gap ... 10.19 eV
Energy ... -341.7877 a.u.
Charge ... 0

(12)
The following is a quantum chemistry calculation of C18H20BrIN4O2PdS as an isolated structure, from the OMol25 dataset.

Positions of all 48 atoms, in Å:
Pd  -0.55  -0.45  1.23
O  -3.44  -0.32  -1.99
C  -4.13  0.84  -1.88
C  -5.23  1.10  -2.70
C  -5.94  2.28  -2.55
C  -5.58  3.21  -1.59
C  -4.49  2.94  -0.77
C  -3.75  1.78  -0.91
C  -2.51  1.53  -0.08
O  -2.24  0.19  0.08
N  -1.40  2.20  -0.83
N  -0.16  1.81  -0.54
C  0.84  2.54  -0.84
C  2.22  2.08  -0.64
Br  2.38  0.25  -0.21
C  3.26  2.90  -0.75
C  4.70  2.63  -0.60
C  5.33  1.51  -1.14
C  6.69  1.33  -0.99
C  7.45  2.25  -0.28
C  6.84  3.38  0.25
C  5.48  3.57  0.08
H  -2.85  -0.30  -1.09
H  -5.51  0.36  -3.44
H  -6.79  2.47  -3.20
H  -6.15  4.12  -1.47
H  -4.21  3.65  0.01
H  -2.61  2.02  0.90
H  -1.54  3.19  -1.02
H  0.72  3.53  -1.28
H  3.00  3.94  -0.95
H  4.75  0.80  -1.71
H  7.17  0.46  -1.42
H  8.52  2.10  -0.16
H  7.43  4.11  0.79
H  5.01  4.45  0.49
N  -0.74  -1.41  -2.00
C  -1.19  -2.26  -1.09
N  -2.38  -2.82  -1.27
S  -0.27  -2.64  0.33
H  -1.41  -0.96  -2.61
H  0.08  -0.88  -1.75
H  -3.03  -2.43  -1.94
H  -2.75  -3.36  -0.51
I  -0.04  0.93  3.45
C  0.57  -0.99  2.75
H  0.16  -1.75  3.40
H  1.65  -1.03  2.65

HOMO level ... -7.9 eV
Kohn-Sham gap ... 7.83 eV
Energy ... -4465.1702 a.u.
Charge ... 0

> Among the records above, which one has the lowest energy?

C19H13AuCl5F5N3Se